C2H3ClO2 | ωB97M-V/def2-TZVPD

Calculated values
- largest force on an atom (eV/A) = 3.04
- relative energy (zero: lowest compared OMol25 entry of this formula, charge and spin) (kJ/mol) = 412.5
- HOMO level (eV) = -8.070

CARTESIAN COORDINATES (ANGSTROEM)
O 0.444 0.280 0.848
C -0.108 -0.851 0.431
O 1.145 -1.497 0.406
C 1.632 -0.227 0.722
H -0.999 -1.315 0.941
H 2.526 0.213 0.329
Cl -1.798 1.456 -1.539
H -2.842 1.942 -2.139


C33H56ClLaN2O3P | ωB97M-V/def2-TZVPD

Calculated values
- largest force on an atom (eV/A) = 4.26
- HOMO level (spin up / spin down) (eV) = -0.334 / -0.774
- charge = -1

CARTESIAN COORDINATES (ANGSTROEM)
La 1.121 -0.093 1.920
Cl 2.260 -1.626 3.629
P -0.311 0.097 -1.701
C -0.819 -0.468 -0.111
H -1.092 -1.536 -0.062
H -1.577 0.176 0.365
C 1.536 0.253 -1.785
C -1.013 1.786 -1.916
C 2.120 0.360 -3.206
H 1.694 1.220 -1.267
C 3.631 0.634 -3.188
H 1.948 -0.594 -3.725
H 1.622 1.137 -3.803
C 4.410 -0.398 -2.356
H 4.009 0.651 -4.222
H 3.798 1.636 -2.757
C 3.799 -0.600 -0.970
H 4.425 -1.359 -2.887
H 5.454 -0.080 -2.268
C 2.294 -0.876 -1.061
H 4.289 -1.441 -0.460
H 3.980 0.301 -0.362
H 2.120 -1.806 -1.620
H 1.912 -1.152 -0.056
C -0.880 -1.061 -3.014
C -2.502 1.716 -2.291
H -0.901 2.187 -0.887
C -3.175 3.094 -2.238
H -2.577 1.321 -3.313
H -3.058 1.022 -1.648
C -2.435 4.176 -3.038
H -4.204 2.997 -2.608
H -3.234 3.409 -1.187
C -0.915 4.150 -2.817
H -2.653 4.053 -4.108
H -2.826 5.161 -2.751
C -0.293 2.748 -2.873
H -0.424 4.799 -3.555
H -0.719 4.578 -1.824
H -0.371 2.371 -3.903
H 0.773 2.829 -2.637
C -0.164 -2.419 -2.898
H -1.947 -1.230 -2.771
C -0.777 -3.463 -3.841
H 0.900 -2.286 -3.140
H -0.204 -2.796 -1.863
C -0.926 -2.983 -5.292
H -0.159 -4.370 -3.816
H -1.770 -3.732 -3.457
C -1.523 -1.573 -5.384
H 0.060 -2.992 -5.776
H -1.556 -3.685 -5.856
C -0.821 -0.560 -4.469
H -1.502 -1.218 -6.422
H -2.574 -1.627 -5.075
H 0.225 -0.450 -4.785
H -1.285 0.430 -4.589
C -0.303 -4.160 0.565
C -1.606 -3.867 0.332
H 0.445 -4.058 -0.231
C -2.652 -3.842 1.402
H -1.967 -3.631 -0.675
C -2.080 -3.974 2.832
H -3.230 -2.906 1.351
H -3.384 -4.651 1.251
C -0.905 -4.945 2.902
H -1.790 -2.979 3.201
H -2.866 -4.337 3.507
C 0.222 -4.602 1.908
H -0.511 -4.983 3.926
H -1.270 -5.954 2.670
H 0.860 -3.812 2.351
H 0.874 -5.488 1.811
C -0.666 4.540 4.399
C 0.635 3.944 4.898
C 0.593 2.414 5.081
C 1.913 1.840 5.696
C 3.188 2.286 5.002
C -0.585 2.023 5.988
O -0.924 2.700 6.947
N -1.244 0.831 5.707
C -1.166 0.067 4.549
O -1.772 -0.972 4.372
N -0.314 0.630 3.589
C 0.418 1.748 3.767
O 1.119 2.095 2.722
H -0.978 4.104 3.445
H -0.535 5.616 4.253
H -1.462 4.398 5.134
H 1.445 4.189 4.201
H 0.899 4.370 5.874
H 1.933 2.129 6.754
H 1.837 0.741 5.655
H 3.516 3.271 5.347
H 3.990 1.577 5.222
H 3.056 2.336 3.914
H -1.929 0.494 6.377


C5H7NO | ωB97M-V/def2-TZVPD

Calculated values
- largest force on an atom (eV/A) = 4.81
- relative energy (zero: lowest compared OMol25 entry of this formula, charge and spin) (kJ/mol) = 395.0
- multiplicity = 3
- HOMO level (spin up / spin down) (eV) = -3.703 / -8.707

CARTESIAN COORDINATES (ANGSTROEM)
C 2.160 0.127 0.014
C -1.315 1.341 0.406
C -1.042 0.146 -0.118
C 1.315 -0.929 -0.759
C 0.346 -0.758 0.352
N 1.299 0.058 1.073
O 3.178 0.737 -0.224
H -2.322 1.985 0.245
H -0.695 1.682 1.209
H -1.760 -0.313 -0.908
H 1.005 -0.583 -1.732
H 2.061 -1.857 -0.679
H -0.085 -1.627 0.799
H 1.046 0.556 1.927


C4H12P2 | ωB97M-V/def2-TZVPD

Calculated values
- largest force on an atom (eV/A) = 6.65
- relative energy (zero: lowest compared OMol25 entry of this formula, charge and spin) (kJ/mol) = 452.3
- HOMO level (spin up / spin down) (eV) = -7.514 / -8.182

CARTESIAN COORDINATES (ANGSTROEM)
C 2.138 -0.167 -0.947
C 0.021 -0.043 1.780
C 0.658 -0.535 -0.773
C -0.015 0.211 0.313
P -0.090 1.960 -0.173
P -2.899 -0.219 -0.265
H 2.618 -0.469 -0.112
H 2.169 0.843 -1.214
H 2.651 -0.750 -1.870
H -0.803 0.316 2.200
H 0.874 0.305 2.206
H -0.027 -1.206 1.860
H 0.036 -0.423 -1.767
H 0.522 -1.535 -0.642
H -0.995 1.852 -1.148
H -1.133 2.374 0.611
H -2.313 -1.397 -0.665
H -3.412 -1.116 0.606


C6H10O | ωB97M-V/def2-TZVPD

Calculated values
- largest force on an atom (eV/A) = 0.96
- relative energy (zero: lowest compared OMol25 entry of this formula, charge and spin) (kJ/mol) = 488.0
- HOMO level (spin up / spin down) (eV) = -7.180 / -7.183

CARTESIAN COORDINATES (ANGSTROEM)
C -1.539 -0.451 -0.444
C -0.684 -1.177 0.598
O 0.569 -1.508 -0.023
C 1.458 -0.552 -0.144
C 1.659 0.567 0.722
C 0.789 1.573 1.019
C -0.788 0.703 -1.105
H -2.447 -0.111 0.068
H -1.834 -1.180 -1.203
H -0.496 -0.542 1.471
H -1.117 -2.135 0.897
H 2.223 -0.861 -0.861
H 0.304 0.508 -1.000
H 2.706 0.514 1.057
H 1.122 2.256 1.809
H -0.893 0.723 -2.187
H -1.032 1.672 -0.675


CH3NO2 | ωB97M-V/def2-TZVPD

Calculated values
- largest force on an atom (eV/A) = 3.30
- relative energy (zero: lowest compared OMol25 entry of this formula, charge and spin) (kJ/mol) = 403.5
- HOMO level (eV) = -10.047

CARTESIAN COORDINATES (ANGSTROEM)
O 1.223 -0.146 -0.672
C 0.356 0.185 0.363
N -0.961 -0.271 0.430
O -0.746 1.109 0.349
H 0.552 -0.506 -1.238
H 0.802 0.174 1.309
H -1.226 -0.544 -0.540


C25H26N2O4S | ωB97M-V/def2-TZVPD

Calculated values
- largest force on an atom (eV/A) = 0.88
- relative energy (zero: lowest compared OMol25 entry of this formula, charge and spin) (kJ/mol) = 0.0
- HOMO level (eV) = -7.876

CARTESIAN COORDINATES (ANGSTROEM)
C 8.603 2.460 0.492
C 7.121 2.607 0.204
O 6.641 1.372 -0.334
C 5.341 1.309 -0.621
O 4.580 2.228 -0.460
C 4.978 -0.055 -1.189
C 3.496 -0.125 -1.566
C 2.608 -0.127 -0.317
N 3.001 -1.186 0.581
C 2.304 -2.321 0.814
O 2.771 -3.268 1.421
C 0.886 -2.346 0.327
C 0.502 -3.280 -0.631
C -0.816 -3.356 -1.030
C -1.771 -2.521 -0.463
C -1.405 -1.602 0.519
C -0.068 -1.518 0.900
N -2.338 -0.789 1.139
C -3.646 -0.526 0.825
O -4.253 0.276 1.505
C -4.215 -1.200 -0.356
C -5.296 -0.782 -1.040
C -6.212 0.313 -0.741
C -6.537 1.204 -1.766
C -7.410 2.245 -1.528
C -7.991 2.397 -0.279
C -7.707 1.502 0.743
C -8.344 1.634 2.093
C -6.819 0.463 0.501
S -3.445 -2.677 -0.980
C 4.379 -1.096 1.016
C 5.320 -1.164 -0.185
H 9.139 2.220 -0.422
H 8.989 3.390 0.897
H 8.768 1.662 1.211
H 6.931 3.404 -0.523
H 6.557 2.837 1.115
H 5.595 -0.187 -2.084
H 3.230 0.731 -2.185
H 3.318 -1.040 -2.136
H 1.566 -0.256 -0.609
H 2.716 0.833 0.197
H 1.240 -3.942 -1.056
H -1.127 -4.069 -1.777
H 0.219 -0.809 1.663
H -1.999 -0.237 1.919
H -5.513 -1.310 -1.963
H -6.082 1.086 -2.739
H -7.645 2.943 -2.319
H -8.674 3.215 -0.101
H -7.584 1.585 2.870
H -9.047 0.818 2.260
H -8.881 2.575 2.182
H -6.605 -0.244 1.286
H 4.564 -1.928 1.698
H 4.515 -0.150 1.550
H 6.354 -1.065 0.144
H 5.202 -2.134 -0.672


CH11O12S | ωB97M-V/def2-TZVPD

Calculated values
- largest force on an atom (eV/A) = 3.14
- HOMO level (eV) = 2.517
- charge = -3

CARTESIAN COORDINATES (ANGSTROEM)
S -11.245 -1.180 19.569
O -10.392 -0.027 19.546
O -10.418 -2.408 19.555
O -12.092 -1.162 20.752
O -12.100 -1.088 18.366
O -7.706 -1.757 19.812
C -7.110 -2.153 18.646
O -7.829 -2.759 17.813
O -5.896 -1.902 18.453
H -8.637 -1.927 19.514
O -8.169 -2.439 22.462
H -7.932 -2.076 21.592
H -8.920 -1.913 22.745
O -9.985 -4.124 21.299
H -10.135 -3.453 20.586
H -9.261 -3.754 21.813
O -7.232 1.064 19.946
H -6.311 1.292 20.091
H -7.215 0.115 19.746
O -5.935 -3.544 15.786
H -6.517 -3.468 16.564
H -6.073 -4.439 15.471
O -4.765 -1.580 21.120
H -4.860 -0.658 21.367
H -5.164 -1.635 20.235